C28H25BrClHgN8O5Si | wB97M-V/def2-TZVPD

Results
⟨S²⟩: 0.758
Orbital gap (spin up / spin down), Ha: 0.123 / 0.200
Energy relative to the best compared isomer or geometry (same formula, charge and spin), kJ/mol: 87.7
Total charge: -2
LUMO energy (spin up / spin down), eV: 3.43 / 3.42
2S+1: 2

Last column: Löwdin charge in e.
Cartesian coordinates (Å):
Hg: 0.5150 0.2849 0.4999  1.211
C: -1.0115 4.6822 1.7314  -0.045
C: -0.6612 3.6437 2.7638  -0.361
C: -0.5696 3.9781 4.1071  -0.083
C: -0.1837 2.9696 4.9898  -0.101
C: 0.0395 1.6970 4.5274  -0.062
C: -0.1442 1.4019 3.1446  -0.449
N: -0.4440 2.4139 2.3005  0.114
N: 0.0145 0.1568 2.6185  -0.171
Si: -0.0157 -1.2988 3.5586  0.372
C: -1.4148 -1.1862 4.8331  -0.191
C: -0.4773 -2.7836 2.5166  -0.169
C: 1.5749 -1.6753 4.4714  -0.168
H: -1.2992 5.6227 2.2023  0.062
H: -1.8370 4.3285 1.1096  0.066
H: -0.1610 4.8633 1.0706  0.083
H: -0.7568 4.9902 4.4434  0.087
H: -0.0370 3.1940 6.0414  0.095
H: 0.3846 0.9240 5.1995  0.070
H: -2.3540 -0.9291 4.3282  0.028
H: -1.2418 -0.4292 5.6010  0.005
H: -1.5533 -2.1503 5.3354  0.019
H: -1.0874 -2.4918 1.6546  0.024
H: -1.0467 -3.5044 3.1133  0.022
H: 0.4131 -3.2856 2.1436  0.018
H: 1.8886 -0.8565 5.1263  0.016
H: 2.3647 -1.8428 3.7325  0.022
H: 1.4741 -2.5806 5.0804  0.026
O: 4.0105 -5.3863 -0.6156  0.099
C: 3.3138 -5.1218 -1.6891  -0.531
O: 3.4222 -5.8080 -2.6861  0.013
C: 2.3429 -3.9654 -1.6666  -0.044
C: 1.5014 -3.6958 -2.7236  -0.559
Cl: 1.3006 -4.6406 -4.1311  0.800
N: 0.7352 -2.6178 -2.4174  -0.039
N: 1.0447 -2.1658 -1.1933  0.137
C: 2.0039 -2.9250 -0.7229  -0.110
C: 2.5375 -2.5273 0.6451  -0.625
O: 3.2974 -3.3271 1.2516  -0.035
O: 2.1561 -1.4423 1.1087  -0.108
C: -0.2138 -1.8572 -3.1857  -0.156
C: -0.4336 -2.0569 -4.5418  -0.056
C: -1.3478 -1.2612 -5.2185  -0.092
C: -2.0402 -0.2541 -4.5693  -0.083
C: -1.8061 -0.0484 -3.2180  -0.074
C: -0.9065 -0.8449 -2.5301  -0.013
H: 3.8136 -4.7123 0.1598  0.124
H: 0.1190 -2.7958 -5.0927  0.040
H: -1.4987 -1.4272 -6.2788  0.096
H: -2.7335 0.3778 -5.1125  0.096
H: -2.3126 0.7508 -2.6895  0.046
H: -0.7018 -0.6663 -1.4887  0.045
Br: -4.4945 3.9938 -3.1547  0.716
C: -3.2048 2.9864 -2.2024  -0.707
C: -3.6174 1.9804 -1.3532  -0.130
C: -2.6330 1.2582 -0.6947  -0.166
N: -1.3350 1.4924 -0.8314  -0.012
C: -0.9551 2.4783 -1.6367  -0.099
C: -1.8668 3.2518 -2.3584  -0.085
H: -4.6657 1.7552 -1.2130  0.101
H: -2.9044 0.4521 -0.0194  0.123
H: 0.1292 2.6345 -1.7242  0.087
H: -1.5171 4.0311 -3.0218  0.111
O: 1.8105 0.6845 -1.1175  -0.454
N: 2.0105 1.9630 -1.6082  -0.141
C: 2.4188 1.8709 -2.9401  -0.402
C: 2.5712 0.6600 -3.6567  -0.271
N: 2.6974 -0.3382 -4.2469  0.087
C: 2.6847 3.0664 -3.6437  -0.306
N: 2.8946 4.0614 -4.2158  0.039

C28H25BrFN5O6PtS | wB97M-V/def2-TZVPD

Results
⟨S²⟩: 0.753
Orbital gap (spin up / spin down), Ha: 0.225 / 0.228
Energy relative to the best compared isomer or geometry (same formula, charge and spin), kJ/mol: 82.8
Total charge: +1
LUMO energy (spin up / spin down), eV: -3.32 / -3.32
2S+1: 2

Last column: Löwdin charge in e.
Cartesian coordinates (Å):
Pt: -3.0788 0.0766 2.3957  1.248
Br: -1.4000 -3.3556 2.9826  0.781
C: -0.9634 -1.9264 4.1323  -0.714
C: 0.0156 -2.1464 5.0869  -0.105
C: 0.3456 -1.1079 5.9380  -0.034
C: -0.2975 0.1053 5.7981  0.017
C: -1.2582 0.2367 4.8120  -0.161
N: -1.6019 -0.7703 3.9967  0.002
C: -1.9430 1.5814 4.6123  -0.576
O: -1.6620 2.4888 5.3644  0.086
O: -2.7672 1.6613 3.6190  -0.149
H: 0.4930 -3.1126 5.1530  0.100
H: 1.1014 -1.2499 6.6995  0.117
H: -0.0871 0.9617 6.4218  0.126
O: -4.3904 -0.8464 3.6934  -0.265
N: -5.3752 -1.5191 3.0708  -0.185
C: -6.5098 -1.7136 3.7771  0.000
C: -7.5253 -2.4618 3.2598  -0.040
C: -7.3730 -3.0162 1.9813  -0.047
C: -6.2183 -2.7857 1.2759  -0.067
C: -5.1923 -2.0094 1.8320  -0.605
S: -3.7184 -1.6548 1.0196  0.668
H: -6.5184 -1.2381 4.7458  0.146
H: -8.4246 -2.6022 3.8396  0.114
H: -8.1646 -3.6086 1.5441  0.115
H: -6.0744 -3.1753 0.2788  0.113
F: 3.5008 -1.4601 0.1015  0.065
C: 2.6098 -0.6432 -0.5040  -0.186
C: 1.4095 -0.4060 0.1014  0.095
C: 0.4549 0.3901 -0.5257  -0.034
C: -0.8459 0.6227 0.1485  -0.285
O: -1.0103 0.1404 1.2763  -0.069
C: -1.8021 1.3754 -0.6028  -0.011
C: -1.4317 1.8678 -1.8159  0.051
N: -0.2214 1.7233 -2.3974  0.012
C: 0.0221 2.2985 -3.7012  -0.263
C: 0.9995 3.4334 -3.8200  -0.096
C: -0.4713 3.6802 -3.9761  -0.074
C: 0.7426 0.9436 -1.7757  -0.112
C: 1.9906 0.7122 -2.3660  0.064
C: 2.9347 -0.0814 -1.7449  -0.149
N: 4.1860 -0.2846 -2.3867  -0.110
C: 4.1956 -0.9510 -3.6795  -0.120
C: 5.2435 -0.2481 -4.5567  -0.070
N: 6.2260 0.4222 -3.6332  0.050
C: 6.5935 -0.4932 -2.5029  -0.070
C: 5.3563 -0.6474 -1.5978  -0.131
C: -3.2135 1.7550 -0.1785  -0.584
O: -3.8590 2.4358 -0.9551  0.061
O: -3.6533 1.4136 0.9833  -0.185
H: 1.1776 -0.8540 1.0594  0.143
H: -2.1641 2.4438 -2.3659  0.147
H: -0.0226 1.5792 -4.5111  0.155
H: 1.6290 3.4726 -4.6989  0.102
H: 1.4598 3.7783 -2.9036  0.115
H: -0.8653 3.8754 -4.9625  0.113
H: -0.9737 4.2054 -3.1762  0.117
H: 2.2342 1.1778 -3.3112  0.114
H: 3.2180 -0.8780 -4.1482  0.133
H: 4.4322 -2.0172 -3.5774  0.138
H: 4.8088 0.5321 -5.1783  0.135
H: 5.7992 -0.9415 -5.1847  0.137
H: 5.7566 1.2358 -3.2295  0.183
H: 7.0490 0.7397 -4.1432  0.186
H: 7.4431 -0.0737 -1.9702  0.138
H: 6.8951 -1.4349 -2.9570  0.137
H: 5.4212 0.0212 -0.7404  0.141
H: 5.3332 -1.6729 -1.2224  0.130

C28H25Cl2GeInN2S2 | wB97M-V/def2-TZVPD

Results
Orbital gap (spin up / spin down), Ha: 0.244 / 0.243
Energy relative to the best compared isomer or geometry (same formula, charge and spin), kJ/mol: 0.0
LUMO energy (spin up / spin down), eV: -0.20 / -0.01

Last column: Löwdin charge in e.
Cartesian coordinates (Å):
In: 0.2453 2.2546 -1.6177  0.497
C: -0.8757 2.9929 2.1063  -0.056
C: 0.5153 2.4645 2.0067  -0.637
N: 1.0263 1.9650 0.9220  0.014
C: 2.3258 1.5468 1.1131  -0.345
C: 2.8123 1.7531 2.3630  -0.344
S: 1.6023 2.4620 3.3400  1.076
C: 2.9966 0.8766 -0.0056  -0.329
C: 3.9947 -0.0402 0.0758  -0.337
S: 4.3592 -0.6272 -1.4856  1.086
C: 3.1484 0.3829 -2.1620  -0.641
N: 2.5287 1.1076 -1.2778  -0.008
C: 2.8166 0.3895 -3.6145  -0.077
H: -1.5797 2.2394 1.7536  0.057
H: -0.9825 3.8790 1.4783  0.088
H: -1.1274 3.2554 3.1323  0.078
H: 3.7941 1.5236 2.7411  0.083
H: 4.4709 -0.4313 0.9588  0.079
H: 3.4358 -0.3123 -4.1700  0.074
H: 2.9582 1.3885 -4.0279  0.087
H: 1.7673 0.1086 -3.7294  0.060
C: -0.2185 0.0456 -1.7397  -0.320
Ge: -0.8257 -1.1992 -0.3955  0.814
C: -1.5807 -2.8293 -1.1760  -0.291
C: -1.7433 -2.9385 -2.5552  -0.114
C: -2.2815 -4.0892 -3.1191  -0.094
C: -2.6631 -5.1462 -2.3061  -0.100
C: -2.5058 -5.0516 -0.9293  -0.094
C: -1.9681 -3.9007 -0.3714  -0.111
C: 0.6704 -1.8101 0.7278  -0.263
C: 0.9810 -1.2500 1.9658  -0.124
C: 2.0615 -1.7077 2.7097  -0.095
C: 2.8608 -2.7300 2.2173  -0.103
C: 2.5710 -3.2952 0.9820  -0.095
C: 1.4819 -2.8418 0.2504  -0.106
C: -2.1940 -0.3669 0.7492  -0.276
C: -3.0162 0.6121 0.1841  -0.132
C: -4.0116 1.2315 0.9274  -0.096
C: -4.1929 0.8915 2.2617  -0.099
C: -3.3858 -0.0782 2.8391  -0.090
C: -2.4007 -0.7057 2.0852  -0.114
H: -1.4423 -2.1130 -3.1912  0.083
H: -2.4029 -4.1609 -4.1929  0.098
H: -3.0823 -6.0437 -2.7434  0.098
H: -2.8025 -5.8758 -0.2924  0.099
H: -1.8461 -3.8407 0.7055  0.100
H: 0.3752 -0.4404 2.3597  0.086
H: 2.2764 -1.2664 3.6759  0.102
H: 3.7012 -3.0915 2.7972  0.100
H: 3.1890 -4.0955 0.5938  0.102
H: 1.2534 -3.3054 -0.7035  0.104
H: -2.8787 0.8936 -0.8549  0.087
H: -4.6407 1.9843 0.4686  0.104
H: -4.9627 1.3778 2.8476  0.100
H: -3.5277 -0.3525 3.8773  0.101
H: -1.7871 -1.4685 2.5521  0.095
Cl: 1.4797 8.7586 -1.9700  0.490
C: 0.0310 8.0318 -2.6856  -1.033
Cl: 0.0250 6.2683 -2.5636  0.444
H: 0.0024 8.3052 -3.7330  0.020
H: -0.8316 8.4155 -2.1549  0.020